Record 1
{"formula": "C47H42Br2GeKN7O4S", "method": "the ωB97M-V functional and the def2-TZVPD basis", "s_squared": 0.78, "e_tot_ha": -10723.63401, "total_charge": -1, "spin_multiplicity": 2, "orbital_gap_ev": [5.073, 7.177], "symbols": ["Br", "Br", "Ge", "K", "S", "O", "O", "O", "O", "N", "N", "N", "N", "N", "N", "N", "C", "C", "C", "C", "C", "C", "C", "C", "C", "C", "C", "C", "C", "C", "C", "C", "C", "C", "C", "C", "C", "C", "C", "C", "C", "C", "C", "C", "C", "C", "C", "C", "C", "C", "C", "C", "C", "C", "C", "C", "C", "C", "C", "C", "C", "C", "C", "H", "H", "H", "H", "H", "H", "H", "H", "H", "H", "H", "H", "H", "H", "H", "H", "H", "H", "H", "H", "H", "H", "H", "H", "H", "H", "H", "H", "H", "H", "H", "H", "H", "H", "H", "H", "H", "H", "H", "H", "H", "H"], "coordinates": [[0.266, -0.954, 3.449], [6.915, -2.579, 5.701], [-2.030, -1.489, -1.849], [1.568, -1.010, 0.048], [3.482, -1.303, -4.372], [3.199, -3.494, 0.451], [4.905, -2.064, 0.621], [-0.862, -0.283, -1.258], [0.990, 1.901, -2.948], [4.188, -1.124, -1.769], [3.738, 0.221, -1.656], [4.280, -3.198, -2.660], [-0.038, 1.642, -0.296], [3.368, 2.761, -0.901], [3.736, -4.706, 4.330], [0.106, 0.874, 0.927], [3.996, -1.850, -2.884], [4.156, -2.966, 1.049], [5.411, -2.737, 3.199], [-1.337, 3.402, 5.888], [4.344, 1.091, -2.315], [-3.210, 4.250, 4.064], [-1.172, 1.087, -1.040], [-5.518, -0.456, 0.447], [-3.591, -0.283, 2.406], [-0.282, 2.074, -3.275], [-2.161, 4.454, 6.215], [-0.392, 1.467, 1.994], [-6.522, -0.608, -0.537], [-0.517, 2.339, -4.609], [2.922, 3.946, -0.616], [-5.871, -0.012, 1.755], [3.514, -4.255, 3.111], [-0.643, 1.484, 4.466], [-0.336, 0.888, 3.270], [-1.452, -3.193, -1.075], [-4.917, 0.025, 2.729], [5.605, -3.228, 4.491], [-3.218, -0.691, 1.151], [3.920, 2.530, -2.093], [-1.813, 2.512, -5.033], [-6.253, -1.060, -1.759], [-2.669, 1.948, -2.885], [4.054, 3.486, -3.090], [2.951, 4.969, -1.590], [5.556, 0.902, -3.182], [-2.926, 2.366, -4.197], [-4.890, -1.232, -2.129], [4.697, -4.156, 5.010], [-4.188, -0.750, 0.130], [-1.836, -5.232, 0.114], [-2.347, -4.111, -0.474], [-2.410, 3.144, 3.735], [3.616, 4.776, -2.774], [-3.856, -1.078, -1.239], [0.365, -4.676, -0.466], [-1.453, 2.640, 4.678], [4.341, -3.334, 2.506], [-3.149, 4.901, 5.286], [-1.372, 1.815, -2.397], [-2.140, -1.471, -3.718], [-0.491, -5.570, 0.167], [-0.151, -3.571, -1.145], [6.323, 1.671, -2.944], [-3.381, -3.817, -0.406], [-2.555, -5.885, 0.601], [5.263, 1.037, -4.246], [-2.861, -0.269, 3.195], [0.600, -2.934, -1.681], [2.713, -4.712, 2.536], [-2.194, -0.852, 0.940], [-3.864, 5.684, 5.507], [-3.541, 1.738, -2.290], [-3.922, 2.438, -4.597], [3.950, -3.795, -3.382], [4.436, 3.268, -4.043], [-7.054, -1.344, -2.454], [-2.575, -2.375, -4.148], [2.388, 4.146, 0.332], [5.966, -0.093, -3.014], [-2.137, 1.099, -0.511], [1.417, -4.840, -0.615], [-2.001, 4.910, 7.167], [-5.141, 0.308, 3.735], [-1.151, -1.216, -4.061], [2.579, 5.961, -1.321], [0.377, 2.426, -5.255], [-2.844, -0.691, -3.984], [-0.186, -6.458, 0.716], [-7.552, -0.517, -0.201], [3.826, 5.573, -3.497], [-0.577, 3.061, 6.616], [-1.877, 2.722, -6.124], [1.050, 1.708, -1.987], [4.813, -4.496, 6.024], [-3.979, 4.581, 3.375], [-4.590, -1.406, -3.168], [5.998, -1.997, 2.715], [4.257, -3.466, -1.682], [-0.241, 2.643, -0.140], [-0.143, 0.997, 5.291], [-0.794, 2.483, 1.930], [4.451, -1.494, -0.812], [-2.548, 2.753, 2.754], [-6.873, 0.280, 1.972]], "mulliken_charge": [-0.254, -0.212, 0.754, 0.724, -0.420, -0.561, -0.992, 0.331, 0.047, 0.203, -0.151, -0.441, 0.053, -0.329, -0.646, -0.116, 0.359, 0.355, -0.456, -0.757, 0.464, -0.962, 0.333, 1.081, -0.835, -0.023, -0.436, -0.710, -0.759, -0.738, -0.340, -1.034, -0.315, -1.385, -0.022, 0.038, -0.846, -0.061, -0.499, 0.574, -0.116, -0.960, -0.060, -0.568, -0.454, -1.790, -1.197, -0.235, -0.182, 0.457, -0.334, -0.646, 0.058, -0.590, 0.210, -0.407, 0.961, 0.373, -0.499, -0.039, -1.781, -0.901, -0.305, 0.441, 0.398, 0.337, 0.326, 0.376, 0.687, 0.549, 0.714, 0.366, 0.473, 0.416, 0.251, 0.462, 0.356, 0.431, 0.416, 0.390, 0.537, 0.408, 0.384, 0.487, 0.465, 0.410, 0.360, 0.468, 0.406, 0.332, 0.383, 0.293, 0.288, 0.162, 0.388, 0.330, 0.354, 0.628, 0.194, 0.263, 0.259, 0.542, 0.282, 0.553, 0.425]}

***

Record 2
{"formula": "C47H42HfN9OSeTe", "method": "the ωB97M-V functional and the def2-TZVPD basis", "s_squared": 0.75, "e_tot_ha": -5101.21380, "total_charge": 2, "spin_multiplicity": 2, "orbital_gap_ev": [7.191, 5.832], "symbols": ["Hf", "Te", "Se", "O", "N", "N", "N", "N", "N", "N", "N", "N", "N", "C", "C", "C", "C", "C", "C", "C", "C", "C", "C", "C", "C", "C", "C", "C", "C", "C", "C", "C", "C", "C", "C", "C", "C", "C", "C", "C", "C", "C", "C", "C", "C", "C", "C", "C", "C", "C", "C", "C", "C", "C", "C", "C", "C", "C", "C", "C", "H", "H", "H", "H", "H", "H", "H", "H", "H", "H", "H", "H", "H", "H", "H", "H", "H", "H", "H", "H", "H", "H", "H", "H", "H", "H", "H", "H", "H", "H", "H", "H", "H", "H", "H", "H", "H", "H", "H", "H", "H", "H"], "coordinates": [[-1.183, 2.111, 0.089], [1.584, -1.662, -0.172], [-0.594, 4.014, 1.418], [2.319, 0.150, -0.197], [-2.556, 3.044, -2.847], [-3.323, 1.060, -0.180], [0.146, 0.667, -0.743], [-1.492, 0.782, 1.892], [-3.787, 3.622, -1.177], [-1.029, 0.040, 10.710], [-6.788, 3.077, -1.124], [-1.519, 0.055, 3.962], [-6.883, -1.143, 1.072], [2.881, -1.878, -2.935], [-0.416, 0.794, 5.998], [1.709, -2.686, -4.912], [2.861, -2.226, -4.276], [-4.151, 4.180, 0.126], [5.382, -2.846, 1.682], [-6.582, 3.059, -3.578], [1.867, 2.398, -0.794], [1.673, -1.987, -2.220], [-4.389, 2.957, -4.619], [4.182, -1.411, -2.341], [0.487, -2.412, -2.832], [-2.325, -0.690, 6.130], [-3.844, 3.151, -3.359], [3.337, -2.617, 0.484], [-1.118, 0.042, 9.565], [4.318, -2.034, 1.294], [-6.449, -0.197, 0.585], [-1.813, -1.027, 3.158], [4.318, -0.610, 1.780], [5.480, -4.183, 1.324], [4.456, -4.734, 0.562], [2.567, 5.058, -1.088], [-5.770, 2.963, -4.713], [-6.681, 2.005, -0.397], [1.752, -3.080, -6.358], [2.298, -4.646, -0.673], [-0.843, -2.538, -2.136], [-4.472, 0.973, -0.149], [0.535, -2.761, -4.178], [-6.019, 3.259, -2.334], [3.375, -3.977, 0.139], [-2.532, 3.264, -1.513], [-1.794, -0.568, 1.883], [2.882, 2.933, -0.005], [-2.221, -0.698, 7.510], [1.246, 3.180, -1.768], [-1.418, 0.052, 5.389], [-4.639, 3.425, -2.250], [1.598, 4.514, -1.914], [-0.326, 0.798, 7.378], [-1.335, 1.117, 3.166], [-5.892, 0.960, -0.052], [3.214, 4.268, -0.144], [6.634, -5.026, 1.776], [-1.225, 0.048, 8.133], [1.349, 1.029, -0.584], [2.428, -3.924, -6.503], [3.778, -2.136, -4.846], [-7.551, 3.713, -0.922], [4.729, -2.245, -1.896], [2.352, -5.726, -0.544], [2.122, -2.260, -6.973], [7.081, -5.557, 0.936], [4.562, 0.088, 0.980], [0.768, -3.367, -6.722], [2.389, -4.431, -1.739], [6.157, -2.410, 2.301], [-1.982, -2.006, 3.571], [-1.742, 2.773, -3.374], [3.353, -0.308, 2.192], [-3.774, 2.780, -5.490], [-7.651, 2.917, -3.662], [6.300, -5.775, 2.496], [-6.235, 2.810, -5.676], [-3.119, -1.239, 5.642], [1.125, 5.125, -2.672], [4.495, -5.784, 0.295], [0.539, 2.713, -2.446], [-1.089, -3.587, -1.958], [-1.976, -1.103, 0.967], [2.835, 6.101, -1.183], [-0.375, -3.098, -4.663], [4.806, -0.989, -3.126], [7.406, -4.423, 2.250], [-4.753, 5.073, -0.034], [3.361, 2.314, 0.741], [3.977, 4.705, 0.485], [-0.905, -2.006, -1.187], [0.300, 1.350, 5.406], [-2.919, -1.269, 8.105], [0.446, 1.369, 7.874], [4.053, -0.650, -1.574], [1.283, -4.361, -0.364], [-1.113, 2.115, 3.505], [-3.228, 4.449, 0.639], [5.061, -0.500, 2.566], [-1.626, -2.125, -2.772], [-4.706, 3.470, 0.737]], "mulliken_charge": [1.086, 0.904, -0.570, -0.347, 0.259, -0.547, -0.530, 0.124, 0.408, -0.430, -0.117, 0.161, -0.394, 1.041, -0.330, 0.646, -0.873, -0.730, -0.978, -0.657, 0.051, 0.693, -0.930, -1.551, 0.602, -0.483, 0.251, 0.430, -0.040, 0.814, -0.446, -0.674, -1.327, 0.310, -0.981, -0.528, -0.532, 0.070, -1.538, -1.974, -1.468, 0.556, -0.963, 0.104, 1.087, -0.846, -0.875, -0.414, -0.818, -0.083, 0.702, 0.489, -0.848, -0.867, -0.440, 0.574, -0.721, -1.566, 0.451, 1.118, 0.346, 0.528, 0.298, 0.281, 0.541, 0.370, 0.378, 0.193, 0.378, 0.336, 0.365, 0.586, 0.234, 0.195, 0.445, 0.486, 0.343, 0.412, 0.507, 0.449, 0.494, 0.759, 0.418, 0.598, 0.433, 0.417, 0.558, 0.371, 0.378, 0.330, 0.453, -0.196, 0.510, 0.465, 0.453, 0.055, 0.274, 0.578, 0.154, 0.503, 0.499, 0.312]}